Record 1
Entry from the OMol25 dataset: a molecular structure, C6H7N at a distorted geometry (ωB97M-V with the def2-TZVPD basis set).

The total energy comes out at -287.42316 Eh. The value obtained for the frontier orbital gap is 0.3664 Ha. The max |F| is 4.3 eV/Å. Its HOMO energy is -8.80 eV. The energy relative to the best compared isomer or geometry (same formula, charge and spin) comes out at 103.0 kcal per mole.

XYZ file:
```
14
Properties=species:S:1:pos:R:3:forces:R:3
C 0.88029 0.16775 -1.90492 -0.68 0.24 0.08
C -0.70198 1.20567 0.12490 0.00 2.33 -3.62
C 0.99340 -0.87506 -1.04395 3.16 0.20 0.63
C -0.42747 0.07448 0.71018 0.10 -0.57 0.37
C -0.50665 0.47725 -1.31534 -1.87 -0.20 -0.80
C -0.25751 -0.43696 2.07027 0.98 1.52 -0.55
N -0.29109 -0.77593 -0.48246 -1.00 0.19 1.09
H 1.38305 0.58102 -2.79121 -0.04 -0.31 0.80
H -0.95205 2.30971 0.25012 0.40 -2.00 0.39
H 1.93023 -1.43976 -0.57519 -2.39 0.84 -1.36
H -1.45344 0.43568 -2.04686 2.09 0.21 1.68
H -0.30929 0.35691 2.83229 0.06 -0.52 -0.29
H 0.70233 -0.91727 2.01255 0.63 -0.36 0.72
H -0.98982 -1.16349 2.15961 -1.43 -1.56 0.86
```
Forces are in eV/Å.

Here are the natural (NBO) charges for atoms 1 to 5, given in e: number 1, C, carries -0.29; number 2, C, carries -0.27; number 3, C, carries -0.02; number 4, C, carries 0.18; number 5, C, carries -0.08


Record 2
Entry from the OMol25 dataset: a single C19H23F2N3O4 molecule at a distorted geometry (ωB97M-V with the def2-TZVPD basis set).

The total energy comes out at -1402.68896 Eh. The value obtained for the frontier orbital gap is 0.3453 Ha. The max |F| is 1.1 eV/Å. The structure (SMILES) is CN(CCCN1CCOCC1)C(=O)c1cc(COc2c(F)cccc2F)on1. Its HOMO energy is -8.66 eV. The energy relative to the best compared isomer or geometry (same formula, charge and spin) comes out at 67.2 kcal per mole.

XYZ file:
```
51
Properties=species:S:1:pos:R:3:forces:R:3
C -0.98709 -1.30301 -3.48003 0.03 0.13 -0.40
N -0.86126 -1.59276 -2.07295 -0.02 -0.11 0.12
C 0.17006 -1.19772 -1.29853 -0.37 -0.25 -0.02
O 0.24066 -1.45544 -0.10498 0.25 0.13 0.07
C 1.27211 -0.42401 -1.92503 0.96 0.59 -0.16
N 1.20145 0.29681 -3.01697 -1.07 -0.33 -0.02
O 2.39512 0.90522 -3.18052 0.75 0.31 0.13
C 3.21581 0.55423 -2.17664 -0.33 -0.77 0.73
C 2.55922 -0.29426 -1.33484 0.28 0.35 -0.53
H 2.89792 -0.76839 -0.43883 0.11 -0.05 0.20
C 4.59519 1.12818 -2.16171 -0.13 0.27 -0.63
O 5.32241 0.77243 -1.01121 -0.01 -0.06 0.25
C 4.88677 1.13990 0.22287 0.04 0.01 0.31
C 5.53764 0.53143 1.30633 -0.07 0.06 -0.05
C 5.22215 0.79778 2.62120 0.07 -0.08 -0.15
C 4.21340 1.70308 2.90558 0.01 0.00 -0.14
C 3.54938 2.33097 1.87092 0.01 -0.02 -0.12
C 3.88920 2.05503 0.55770 0.00 0.06 0.07
F 3.20967 2.71933 -0.40841 0.18 -0.08 0.06
H 2.76163 3.04348 2.05500 -0.09 0.07 -0.02
H 3.94840 1.91682 3.92774 -0.03 0.03 0.10
H 5.76386 0.28921 3.40192 0.08 -0.08 0.05
F 6.51198 -0.35454 1.03284 -0.13 0.12 -0.04
H 4.54053 2.21657 -2.29619 0.03 -0.21 0.03
H 5.17657 0.71202 -2.99209 -0.11 0.10 0.12
C -1.97355 -2.27322 -1.43973 -0.31 -0.14 0.29
C -3.23386 -1.40295 -1.38153 0.36 0.05 0.06
C -3.05203 -0.11229 -0.57177 -0.16 -0.07 -0.12
N -3.69905 -0.17942 0.72899 0.00 0.10 0.05
C -3.77664 1.13551 1.34498 -0.18 -0.04 0.29
C -4.53421 1.03185 2.66759 0.00 0.29 -0.29
H -4.56867 2.00052 3.16948 -0.05 -0.04 -0.07
O -3.89711 0.14588 3.55533 0.12 0.04 0.13
C -3.78865 -1.13024 2.97059 0.14 -0.30 -0.20
C -3.02776 -1.09043 1.64526 -0.20 0.04 0.29
H -3.02747 -2.09336 1.21846 0.06 -0.05 0.02
H -1.98393 -0.78146 1.82444 -0.01 -0.06 -0.04
H -3.26378 -1.75593 3.69436 -0.05 -0.03 -0.08
H -4.79508 -1.54051 2.79268 0.09 -0.01 0.03
H -5.55978 0.68570 2.46669 0.06 0.06 0.01
H -4.31273 1.81063 0.67369 0.04 0.02 0.02
H -2.77102 1.55078 1.53723 -0.04 0.02 -0.02
H -3.51985 0.71663 -1.10948 0.08 -0.01 0.03
H -1.97882 0.12148 -0.47239 -0.04 0.07 0.00
H -4.04404 -1.98219 -0.93818 -0.08 -0.02 -0.05
H -3.53004 -1.14999 -2.40052 -0.08 -0.04 -0.03
H -2.18835 -3.19037 -1.99906 0.07 0.04 0.04
H -1.64307 -2.53971 -0.43466 -0.09 -0.05 -0.17
H -0.02784 -1.41126 -3.98178 -0.15 -0.02 -0.04
H -1.69688 -2.00475 -3.91572 -0.01 -0.01 0.03
H -1.33857 -0.28329 -3.64811 -0.03 -0.05 -0.12
```
Forces are in eV/Å.

Here are the natural (NBO) charges for atoms 1 to 5, given in e: number 1, C, carries -0.41; number 2, N, carries -0.41; number 3, C, carries 0.65; number 4, O, carries -0.63; number 5, C, carries 0.04


Record 3
Entry from the OMol25 dataset: 11 unconnected molecules or ions with the total composition C55H81FO12 at a distorted geometry (ωB97M-V with the def2-TZVPD basis set).

The total energy comes out at -3146.01524 Eh. The value obtained for the frontier orbital gap is 0.2536 Ha. The max |F| is 8.3 eV/Å. The structure (SMILES) is O=C1c2ccc(CCCF)cc2C(=O)c2cc(CCc3ccccc3)ccc21.CC(C)=O.CC(C)=O.CC(C)=O.CC(C)=O.CC(C)=O.CC(C)=O.CC(C)=O.CC(C)=O.CC(C)=O.CC(C)=O. Its HOMO energy is -7.90 eV.

XYZ file:
```
149
Properties=species:S:1:pos:R:3:forces:R:3
O 3.33721 8.43673 -2.78159 -5.87 -5.14 2.14
C 2.37683 7.56422 -2.46220 2.85 2.48 -0.65
C 0.74189 7.91035 -2.52947 -3.53 0.60 -0.03
C 0.07745 9.33610 -2.06555 -2.16 -3.15 -1.64
C -1.58477 9.48846 -2.15693 1.01 -2.86 -0.87
C -2.59052 8.30706 -2.68681 3.63 -1.10 -0.29
C -4.23880 8.40085 -2.75653 0.67 -1.01 0.22
C -4.82901 8.37929 -1.22366 -0.28 0.17 -0.49
C -5.02832 6.88485 -0.57994 0.10 -0.03 1.29
F -4.08391 5.85581 -1.07285 -1.70 2.13 0.67
C -1.92467 6.86917 -3.16071 3.09 3.18 1.28
C -0.29390 6.73482 -3.05920 -0.74 1.30 0.65
C 0.43503 5.28852 -3.47654 -1.29 -1.65 -3.26
O 0.04927 4.57803 -4.54536 2.34 4.08 6.79
C 1.68608 4.84142 -2.46047 2.06 -0.86 1.93
C 1.84294 3.27859 -1.99054 2.56 3.27 1.22
C 3.05215 2.87562 -0.95937 0.34 3.37 -1.03
C 3.30200 1.36434 -0.36686 -0.59 0.32 0.84
C 2.63551 0.15493 -1.25020 -0.99 -0.40 -0.05
C 2.26884 -1.20315 -0.34559 -0.94 -3.63 2.02
C 2.71765 -1.40399 1.22797 -1.51 -1.97 -1.22
C 2.33537 -2.70295 2.15960 -1.66 0.29 -4.45
C 1.43079 -3.91257 1.50947 1.58 3.81 -1.81
C 0.99141 -3.78588 -0.06764 1.75 2.42 1.78
C 1.38839 -2.46293 -1.00392 0.99 -0.55 4.20
C 4.12445 4.05417 -0.45236 -2.90 1.65 -2.49
C 3.97943 5.65167 -0.92379 -3.11 -3.46 -1.56
C 2.72809 6.02477 -1.91518 -0.11 -2.64 0.47
H 0.75577 10.21997 -1.63996 -1.86 -2.41 -1.22
H -2.07910 10.50811 -1.78859 1.29 -2.47 -0.92
H -4.63763 9.31287 -3.37570 1.03 -1.57 1.42
H -4.63788 7.42759 -3.31967 1.05 2.10 1.20
H -5.91761 8.86483 -1.28461 2.41 -0.97 0.46
H -4.09609 9.02287 -0.53974 -1.81 -1.42 -1.46
H -4.82876 6.98234 0.59272 -0.36 -0.37 -2.61
H -6.11224 6.43880 -0.69912 2.28 0.96 -0.15
H -2.56129 5.94687 -3.56278 1.58 2.34 1.05
H 1.06119 2.50914 -2.39827 1.80 1.66 0.92
H 4.45561 1.20413 -0.11783 -2.51 0.35 -0.87
H 2.76138 1.33677 0.69711 1.07 0.15 -2.31
H 3.26835 -0.11155 -2.21765 -1.15 0.41 2.28
H 1.57905 0.51966 -1.66974 2.31 -0.73 1.02
H 3.36853 -0.54702 1.73530 -1.57 -2.10 -1.23
H 2.67636 -2.73109 3.28009 -0.72 0.07 -2.50
H 1.15097 -4.81123 2.23077 0.52 2.00 -2.06
H 0.36363 -4.69911 -0.50977 1.49 2.37 0.96
H 1.00682 -2.48165 -2.11557 0.95 0.22 2.46
H 5.02807 3.81308 0.26151 -2.12 0.30 -1.60
H 4.74280 6.46047 -0.55422 -1.76 -1.76 -0.88
C -2.04235 -7.93494 3.07882 0.38 -0.38 -0.18
C -1.88834 -6.84317 2.05387 0.86 0.18 -1.12
O -1.04793 -6.92111 1.15924 -0.86 0.01 1.04
C -2.80242 -5.65239 2.16597 0.27 0.08 -0.44
H -1.31753 -8.72997 2.87373 -0.14 0.18 0.03
H -1.85072 -7.53611 4.07812 -0.23 -0.03 -0.01
H -3.04903 -8.35668 3.02386 0.00 0.15 0.18
H -2.64461 -5.15188 3.12457 -0.21 -0.08 0.02
H -3.84299 -5.97257 2.07037 -0.01 0.09 0.20
H -2.57772 -4.94546 1.36029 -0.07 -0.15 0.22
C -7.47039 -5.48086 -0.52805 0.26 -0.09 -0.15
C -7.05560 -5.54358 0.91771 0.92 -0.91 0.22
O -6.22936 -6.36591 1.30989 -0.92 0.82 -0.35
C -7.69092 -4.56117 1.86497 0.22 -0.15 0.43
H -6.93103 -6.24799 -1.09382 -0.09 0.15 0.14
H -8.54302 -5.67115 -0.61541 0.35 0.29 -0.01
H -7.22255 -4.50089 -0.94341 -0.09 0.03 0.06
H -8.77335 -4.71052 1.88423 0.02 0.16 -0.15
H -7.45288 -3.54020 1.55610 -0.17 -0.05 -0.04
H -7.29676 -4.72314 2.87382 -0.04 0.04 -0.23
C -2.19420 -1.72307 2.89315 -0.30 -0.27 -0.15
C -3.32928 -1.59283 1.91294 -0.65 -1.26 -0.12
O -4.10196 -2.52642 1.70295 0.71 1.07 0.18
C -3.48231 -0.27606 1.19965 -0.43 -0.10 -0.29
H -2.20693 -2.72656 3.33172 -0.01 0.28 -0.08
H -1.24080 -1.57811 2.37895 0.02 0.15 0.08
H -2.30973 -0.98946 3.69487 0.17 -0.07 -0.31
H -2.58632 -0.06667 0.60999 0.01 0.14 0.19
H -3.65518 0.52200 1.92604 0.22 0.03 -0.08
H -4.34256 -0.32739 0.52385 0.18 -0.01 0.15
C 2.39116 11.42275 2.07277 -0.48 0.05 -0.07
C 2.45834 10.56267 0.83909 -1.00 -0.13 -0.67
O 1.46784 10.38015 0.13319 1.33 0.40 1.19
C 3.78439 9.93461 0.50262 -0.22 -0.29 -0.44
H 1.37321 11.80927 2.19056 0.21 -0.10 -0.05
H 2.64381 10.82826 2.95433 0.13 0.12 -0.05
H 3.07699 12.26786 1.97419 0.11 -0.12 0.11
H 4.09906 9.27382 1.31420 0.11 0.20 0.06
H 4.53227 10.71354 0.33414 0.04 -0.09 0.19
H 3.68322 9.34189 -0.41271 0.03 0.17 0.15
C -9.05121 -9.31945 -0.01773 0.38 0.37 -0.15
C -10.13029 -8.27155 0.04304 0.31 1.38 -0.28
O -9.88703 -7.08984 -0.19592 -0.68 -1.71 0.39
C -11.51849 -8.72556 0.40750 -0.22 0.48 -0.02
H -8.10203 -8.84725 -0.29266 -0.21 -0.09 0.09
H -8.93639 -9.79169 0.96114 -0.09 -0.14 -0.14
H -9.30187 -10.06731 -0.77414 -0.05 -0.10 0.20
H -11.51357 -9.17130 1.40531 -0.02 -0.18 -0.15
H -11.87899 -9.44703 -0.33004 0.05 -0.12 0.19
H -12.19280 -7.86262 0.41243 0.17 -0.18 -0.01
C -2.66428 -0.82098 7.85394 -0.32 0.15 -0.37
C -1.60771 -1.35383 6.92338 -0.19 0.06 -1.55
O -1.75256 -1.31332 5.70268 0.28 -0.03 1.92
C -0.36709 -1.93815 7.54428 0.23 -0.13 -0.45
H -3.50189 -0.43051 7.26620 0.21 -0.10 0.11
H -3.03252 -1.62436 8.49687 0.13 0.14 0.13
H -2.25203 -0.00879 8.45783 -0.02 -0.18 0.14
H -0.63301 -2.79129 8.17337 0.06 0.17 0.15
H 0.14743 -1.17563 8.13442 -0.10 -0.14 0.15
H 0.30684 -2.28283 6.75284 -0.17 0.09 0.16
C 2.43429 12.08801 6.33418 -0.40 -0.10 -0.32
C 3.22277 10.85936 5.96686 -0.55 -1.05 -1.00
O 2.79255 10.04440 5.15232 0.57 1.02 1.01
C 4.55798 10.66652 6.63475 0.11 -0.44 -0.23
H 1.49255 12.09531 5.77511 0.22 -0.03 0.12
H 2.20652 12.07749 7.40301 0.16 0.16 -0.03
H 3.00205 12.98503 6.07476 0.01 -0.01 0.23
H 4.42479 10.59264 7.71694 0.10 0.21 -0.04
H 5.22029 11.50032 6.38869 -0.06 0.03 0.22
H 5.01363 9.73847 6.27353 -0.13 0.21 0.07
C 3.14210 -5.64634 -2.51527 -0.27 0.25 0.43
C 4.45581 -4.91165 -2.53970 0.64 1.13 0.75
O 4.68240 -3.98266 -1.76617 -0.36 -0.98 -0.79
C 5.48149 -5.35767 -3.54723 0.04 0.28 0.44
H 2.50044 -5.21651 -1.73873 0.20 -0.08 -0.17
H 2.64040 -5.54258 -3.48063 0.08 -0.24 -0.02
H 3.31073 -6.70132 -2.28533 -0.04 0.00 -0.25
H 5.08401 -5.24102 -4.55853 0.10 -0.35 0.24
H 5.75426 -6.39987 -3.36320 -0.19 0.16 -0.24
H 6.37914 -4.73791 -3.44979 -0.22 -0.05 -0.03
C 3.95007 -3.59880 -7.88434 -0.04 -0.51 0.04
C 5.09259 -3.43374 -6.91810 0.70 -1.22 0.67
O 5.61665 -4.40590 -6.37682 -0.61 1.35 -1.01
C 5.56901 -2.03315 -6.63982 0.37 -0.15 0.33
H 3.71351 -4.66312 -7.98804 0.08 0.24 0.04
H 3.06598 -3.07914 -7.50656 0.07 0.13 -0.18
H 4.23269 -3.20620 -8.86428 -0.15 0.15 0.09
H 4.75705 -1.44378 -6.20657 0.03 0.08 -0.21
H 5.92370 -1.57084 -7.56443 -0.21 0.11 0.05
H 6.39765 -2.06722 -5.92459 -0.20 -0.02 -0.15
C 6.77897 -10.47665 -4.96126 -0.51 0.05 -0.04
C 7.06223 -9.09646 -4.43112 -1.22 1.06 0.29
O 6.15274 -8.29940 -4.20699 1.23 -1.33 -0.33
C 8.50137 -8.72934 -4.18585 -0.09 0.48 0.18
H 5.69847 -10.60125 -5.08973 0.25 0.06 0.04
H 7.26415 -10.60873 -5.93159 0.12 -0.13 0.15
H 7.13577 -11.22749 -4.25188 0.15 -0.01 -0.17
H 9.06325 -8.78356 -5.12163 0.06 -0.18 0.12
H 8.93485 -9.40246 -3.44191 0.09 -0.06 -0.20
H 8.55428 -7.70422 -3.80416 -0.04 -0.23 -0.09
```
Forces are in eV/Å.

Here are the Mulliken charges for atoms 1 to 5, given in e: number 1, O, carries -0.54; number 2, C, carries 0.40; number 3, C, carries 0.39; number 4, C, carries -0.36; number 5, C, carries -0.38